Record 1
Density functional theory data (the ωB97M-V functional and the def2-TZVPD basis) for a molecular structure, C33H48BBrFN9Pb in a non-equilibrium geometry.

Values from the calculation:
energy relative to the best compared isomer or geometry (same formula, charge and spin)	20.4	kcal/mol
DFT total energy	-127096.2524	eV
Kohn-Sham gap	8.04	eV
F_max	0.066	hartree/bohr

Structure (ORCA input):
```
! wB97M-V def2-TZVPD RIJCOSX def2/J DEFGRID3
* xyz 0 1
Pb 0.31275 0.26356 -0.23447
C 1.99019 -2.07557 3.94500
C 0.76165 -2.20771 3.12363
C 0.30292 -3.40263 2.56297
C -0.79576 -3.05445 1.84422
C -1.73241 -3.97973 1.18716
N -0.96495 -1.72793 1.94401
N 0.02072 -1.17409 2.74575
B -2.23475 -0.93362 1.61601
N -1.98104 0.53485 1.97454
N -1.23326 1.33790 1.16022
C -1.23449 2.56371 1.72774
C -0.39833 3.64144 1.15663
C -1.95208 2.53537 2.92288
C -2.40759 1.23150 3.04743
C -3.33417 0.68865 4.08000
N -2.68304 -1.06504 0.11020
N -1.90582 -0.79551 -0.93955
C -2.63717 -0.90949 -2.02819
C -2.03159 -0.62108 -3.36429
C -3.97228 -1.24468 -1.65559
C -3.93277 -1.31416 -0.28950
C -4.99896 -1.71979 0.64552
H 2.33407 -3.05449 4.30716
H 1.82628 -1.46896 4.82372
H 2.80123 -1.72205 3.35827
H 0.74669 -4.36407 2.76883
H -1.17162 -4.74862 0.67603
H -2.35566 -3.50238 0.43254
H -2.37765 -4.46716 1.96113
H -3.17879 -1.31785 2.19490
H 0.59960 3.24339 1.00977
H -0.34740 4.46615 1.82984
H -0.72828 4.05000 0.17729
H -2.19044 3.33530 3.61339
H -3.73829 1.51611 4.67449
H -2.80398 0.04961 4.76864
H -4.17041 0.16418 3.64608
H -1.88927 -1.56719 -3.88616
H -1.07993 -0.12295 -3.22492
H -2.68342 0.01147 -3.92642
H -4.83204 -1.34653 -2.32338
H -5.82675 -2.14224 0.06194
H -5.34769 -0.85888 1.22429
H -4.66329 -2.47666 1.38337
C 1.82375 -2.92839 -0.50288
N 1.30047 -2.63087 -1.86622
C 0.17904 -3.53807 -2.15879
C 2.32509 -2.65207 -2.87873
C 1.92303 -2.07643 -4.23348
N 1.42659 -0.70942 -4.22050
C 2.44298 0.15778 -3.74145
C 0.80761 -0.35428 -5.47354
H 2.23724 -3.96185 -0.51961
H 1.09808 -2.75550 0.23396
H 2.67743 -2.22977 -0.33090
H 0.49349 -4.61320 -2.23635
H -0.19948 -3.29456 -3.15485
H -0.66251 -3.42970 -1.47041
H 2.64487 -3.68857 -2.98954
H 3.18559 -2.09413 -2.52375
H 1.16139 -2.76109 -4.68248
H 2.82345 -2.14662 -4.87677
H 3.44584 0.03604 -4.22183
H 2.61366 -0.00377 -2.70774
H 2.13086 1.18414 -3.86626
H 1.40973 -0.33185 -6.41931
H 0.44506 0.69245 -5.37948
H -0.05526 -1.00037 -5.63080
C 2.52147 3.00280 5.22816
C 2.90562 2.63096 3.86196
C 4.14299 3.06633 3.38666
C 4.50558 2.82672 2.09070
C 3.55482 2.14408 1.35521
Br 4.01493 1.57719 -0.42614
N 2.38796 1.66952 1.76147
C 2.08178 1.93572 3.06217
H 1.95802 3.97080 5.22233
H 3.34605 3.12630 5.93303
H 1.92950 2.21843 5.69645
H 4.85483 3.59690 4.02368
H 5.45318 3.11010 1.60850
H 1.12134 1.58397 3.38336
F -0.70871 5.47898 -3.81949
C -0.51397 4.39441 -3.01301
C -1.65671 3.76968 -2.48163
C -1.45314 2.63929 -1.78342
C -0.18445 2.10179 -1.61953
C 0.90958 2.79036 -2.18030
C 0.77881 4.01511 -2.81042
H -2.62058 4.15751 -2.73404
H -2.31137 2.10420 -1.37517
H 1.88415 2.38337 -2.05300
H 1.53951 4.58793 -3.29889
*
```

How is the electron density shared among the atoms? According to Löwdin, the charges in e are: 1.296, -0.036, -0.366, -0.021, -0.335, -0.011, -0.007, 0.117, -0.562, 0.024, -0.035, -0.322, -0.025, 0.019, -0.261, -0.012, -0.002, 0.004, -0.328, -0.027, 0.030, -0.320, -0.035, 0.079, 0.070, 0.060, 0.116, 0.076, 0.068, 0.107, 0.102, 0.051, 0.073, 0.083, 0.113, 0.084, 0.084, 0.069, 0.074, 0.047, 0.075, 0.115, 0.086, 0.086, 0.082, -0.110, -0.272, -0.087, -0.227, -0.205, -0.259, -0.125, -0.112, 0.097, 0.006, 0.086, 0.097, 0.063, 0.066, 0.118, 0.106, 0.118, 0.123, 0.106, 0.023, 0.069, 0.092, 0.092, 0.072, -0.054, -0.285, -0.017, -0.102, -0.707, 0.746, 0.017, -0.085, 0.107, 0.081, 0.082, 0.128, 0.113, 0.115, 0.026, -0.269, -0.025, -0.186, -0.344, -0.175, -0.016, 0.112, 0.104, 0.001, 0.115

Record 2
Density functional theory data (the ωB97M-V functional and the def2-TZVPD basis) for a molecular structure, C33H48Cl2NPV in a non-equilibrium geometry.

Values from the calculation:
DFT total energy	-96513.2769	eV
Kohn-Sham gap (alpha / beta)	3.68 / 3.85	eV
F_max	0.077	hartree/bohr
<S²>	0.773

Structure (ORCA input):
```
! wB97M-V def2-TZVPD RIJCOSX def2/J DEFGRID3
* xyz -2 2
P -2.02931 1.63937 -1.56530
C -3.35707 2.10147 -0.40480
C -4.39215 2.96318 -1.11051
C -5.28445 3.57910 -0.01601
C -5.91642 2.51251 0.89248
C -4.89739 1.52661 1.47642
C -3.97460 0.93640 0.40430
C -2.57825 0.52082 -2.92003
C -3.13636 1.29874 -4.11214
C -3.37671 0.31482 -5.27245
C -4.20883 -0.91017 -4.86735
C -3.67714 -1.63058 -3.62272
C -3.44180 -0.67246 -2.45158
C -1.12292 3.12042 -2.19416
C -0.63282 4.00914 -1.04124
C 0.04122 5.27502 -1.59407
C 1.18092 4.96824 -2.57981
C 0.80811 3.89994 -3.62051
C 0.11245 2.67938 -2.99769
H -2.81836 2.73811 0.32994
H -4.98945 2.34788 -1.80227
H -3.89271 3.74343 -1.70979
H -6.06869 4.17499 -0.49171
H -4.67471 4.26307 0.59389
H -6.46781 3.00168 1.70182
H -6.65659 1.95450 0.30658
H -4.27993 2.03120 2.23132
H -5.43049 0.71536 1.98273
H -3.19793 0.32147 0.88174
H -4.55976 0.28061 -0.25545
H -1.60198 0.07868 -3.22873
H -2.40532 -0.01442 -5.66779
H -2.41401 2.07453 -4.41944
H -4.06367 1.82560 -3.84010
H -3.88910 0.84339 -6.08116
H -4.26374 -1.60845 -5.70657
H -5.23543 -0.57996 -4.66919
H -4.40125 -2.39607 -3.31565
H -2.73944 -2.15644 -3.85131
H -2.95282 -1.22392 -1.62867
H -4.42075 -0.32380 -2.07614
H -1.85915 3.64455 -2.82906
H -1.45904 4.28769 -0.36627
H 0.07759 3.40454 -0.45552
H -0.71856 5.88433 -2.10852
H 0.42358 5.86110 -0.75300
H 2.06856 4.63699 -2.02166
H 1.46369 5.89011 -3.09632
H 1.70856 3.55593 -4.14192
H 0.13897 4.35012 -4.37011
H -0.14991 1.95540 -3.78565
H 0.78442 2.16409 -2.28969
V 0.40553 -0.66179 0.56361
Cl 0.74689 -0.64749 -1.64211
Cl -0.36383 1.27297 1.31637
C -0.97837 -1.81367 1.27795
H -1.45106 -1.56410 2.25001
C -3.34462 -4.74726 -0.71865
C -3.78380 -4.16219 0.48059
C -3.02802 -3.16541 1.08387
C -1.77158 -2.75590 0.54394
C -1.40060 -3.29266 -0.73682
C -2.16298 -4.29485 -1.32435
H -3.93617 -5.55260 -1.17847
H -4.71905 -4.48071 0.94585
H -3.38853 -2.65963 1.98775
H -0.51896 -2.90081 -1.25347
H -1.84895 -4.74171 -2.27336
C 3.04978 -3.28246 1.64633
C 3.73567 -2.06503 2.17853
C 4.69661 -2.02531 3.17375
C 5.18233 -0.77654 3.62272
C 4.72723 0.42780 3.06172
C 3.75808 0.42228 2.07575
C 3.17374 1.66408 1.50235
C 3.16696 -0.82532 1.76386
N 1.91361 -0.84279 1.26545
H 3.02896 -3.27752 0.54967
H 2.00416 -3.25129 1.98286
H 3.51370 -4.20668 1.97516
H 5.04760 -2.94281 3.64458
H 5.91253 -0.75129 4.42958
H 5.12142 1.37164 3.43303
H 2.33750 2.01205 2.12142
H 3.91048 2.46274 1.45392
H 2.78182 1.47648 0.50098
*
```

How is the electron density shared among the atoms? According to Löwdin, the charges in e are: 1.017, -0.486, -0.227, -0.215, -0.216, -0.204, -0.197, -0.460, -0.223, -0.213, -0.216, -0.204, -0.189, -0.478, -0.223, -0.207, -0.213, -0.207, -0.228, 0.089, 0.106, 0.099, 0.091, 0.109, 0.094, 0.105, 0.113, 0.104, 0.093, 0.093, 0.082, 0.110, 0.092, 0.101, 0.091, 0.095, 0.104, 0.106, 0.114, 0.109, 0.099, 0.093, 0.101, 0.079, 0.104, 0.099, 0.110, 0.092, 0.101, 0.104, 0.100, 0.086, 0.148, 0.022, 0.054, -0.281, -0.001, -0.198, -0.166, -0.117, -0.388, -0.118, -0.165, 0.057, 0.073, 0.086, 0.031, 0.082, -0.068, -0.240, -0.091, -0.145, -0.096, -0.245, -0.087, -0.301, -0.162, 0.080, 0.074, 0.058, 0.088, 0.066, 0.091, 0.053, 0.061, 0.062

Record 3
Density functional theory data (the ωB97M-V functional and the def2-TZVPD basis) for 12 unconnected molecules or ions with the total composition C33H48Cl6O27 in a non-equilibrium geometry.

Values from the calculation:
structure (SMILES)	O=C1OCCO1.O=C1OCCO1.O=C1OCCO1.O=C1OCCO1.O=C1OCCO1.O=C1OCCO1.O=C1OCCO1.O=C1OCCO1.O=C1OCCO1.ClCCCl.ClCCCl.ClCCCl
DFT total energy	-165408.9154	eV
Kohn-Sham gap	9.70	eV
F_max	0.259	hartree/bohr

Structure (ORCA input):
```
! wB97M-V def2-TZVPD RIJCOSX def2/J DEFGRID3
* xyz 0 1
O 17.25498 -24.46725 21.30478
C 17.41211 -24.91473 20.17419
O 18.32814 -25.98675 19.86007
C 18.30994 -26.16571 18.48381
C 17.20774 -25.20427 18.03428
O 16.79281 -24.43001 19.15247
H 19.19436 -25.81472 17.95210
H 17.99198 -27.20733 18.43871
H 16.29469 -25.65397 17.64415
H 17.44948 -24.59536 17.16314
O 23.44160 -27.12645 22.27874
C 23.64938 -26.61206 21.16290
O 23.44366 -25.30123 20.69939
C 23.66474 -25.16001 19.31085
C 24.13266 -26.51288 18.93058
O 24.00678 -27.37116 20.08898
H 22.98833 -24.55903 18.70306
H 24.58723 -24.57943 19.30732
H 25.13002 -26.47881 18.49213
H 23.49214 -26.89594 18.13618
O 27.84633 -32.39766 16.40642
C 28.51420 -31.42980 16.15824
O 28.30143 -30.42312 16.85738
C 29.08990 -29.32630 16.36349
C 29.82887 -29.93695 15.25695
O 29.27366 -31.14173 15.07191
H 28.59946 -28.52588 15.80951
H 29.73891 -28.88685 17.12096
H 30.90583 -30.02645 15.39921
H 29.81891 -29.24052 14.41850
O 27.52593 -24.45487 15.14782
C 28.61851 -24.11971 14.77020
O 29.62826 -24.52322 15.42619
C 30.78974 -23.70033 15.15772
C 30.43828 -23.11719 13.81904
O 29.05160 -23.27790 13.79821
H 30.83056 -22.93997 15.93764
H 31.70162 -24.29695 15.13255
H 30.80057 -23.66373 12.94832
H 30.69896 -22.05892 13.80410
O 20.44931 -24.00755 14.34253
C 21.21245 -23.03477 14.41976
O 20.85503 -21.75178 14.18943
C 22.05775 -20.94851 14.00163
C 23.11609 -21.85096 14.46091
O 22.55678 -23.06344 14.80813
H 22.05017 -20.68262 12.94458
H 21.87248 -20.00938 14.52297
H 23.73389 -21.61441 15.32721
H 23.76859 -22.04821 13.61037
O 20.71767 -29.22885 13.99176
C 21.92056 -29.43273 14.12907
O 22.52614 -30.27343 15.02906
C 23.95285 -30.16890 14.80667
C 24.17781 -29.13075 13.74839
O 22.86255 -28.90215 13.35311
H 24.43284 -29.80981 15.71704
H 24.40293 -31.08967 14.43559
H 24.73732 -29.60109 12.93979
H 24.62451 -28.25420 14.21767
O 28.66120 -26.70951 21.42129
C 29.50467 -27.43066 22.01444
O 29.27638 -28.58865 22.68563
C 30.49287 -29.10156 23.03047
C 31.48399 -28.09000 22.72788
O 30.78943 -27.17054 22.10796
H 30.39104 -29.18361 24.11260
H 30.65536 -30.06453 22.54634
H 32.25186 -28.55482 22.10949
H 31.92984 -27.62080 23.60489
O 16.22568 -28.78742 23.64321
C 17.42529 -29.12334 23.74174
O 18.32020 -28.78676 24.73483
C 19.60507 -29.44759 24.63727
C 19.41916 -30.02599 23.22211
O 18.07849 -29.87508 22.88809
H 20.26498 -28.58889 24.51372
H 20.04329 -30.09872 25.39363
H 19.61799 -31.09716 23.18791
H 19.97159 -29.55424 22.40948
O 20.91906 -22.29167 28.53435
C 20.75650 -22.65418 27.33869
O 20.66303 -22.00870 26.37024
C 20.70586 -22.71039 25.12991
C 20.36138 -24.13706 25.65684
O 20.84449 -23.98382 26.95486
H 19.91693 -22.22373 24.55646
H 21.64381 -22.86464 24.59646
H 20.95876 -24.79685 25.02763
H 19.36521 -24.57938 25.66705
Cl 24.42730 -29.18419 26.85023
C 25.87092 -30.11385 26.46434
C 25.74080 -30.82067 25.07562
Cl 26.60538 -32.29859 25.19592
H 25.90157 -30.96584 27.14351
H 26.74548 -29.46445 26.50347
H 26.01928 -30.19981 24.22410
H 24.70559 -31.05169 24.82446
Cl 28.06936 -20.97300 19.06827
C 29.35366 -19.78988 19.01656
C 29.84130 -19.57091 20.43759
Cl 30.26838 -21.10977 21.26926
H 28.92908 -18.84626 18.67392
H 30.17240 -20.11617 18.37523
H 29.24168 -18.93088 21.08482
H 30.77895 -19.04914 20.24602
Cl 22.10472 -19.94781 19.27928
C 21.06931 -18.88772 20.34963
C 20.25712 -17.88092 19.51043
Cl 21.23408 -16.63998 18.60451
H 21.72427 -18.26819 20.96226
H 20.41152 -19.49780 20.96866
H 19.60403 -17.37018 20.21804
H 19.59157 -18.30545 18.75882
*
```

Löwdin population analysis, charges in e, atoms 1 to 99: 0.117, -0.515, 0.026, -0.148, -0.114, 0.108, 0.130, 0.140, 0.129, 0.128, 0.099, -0.444, 0.035, -0.145, -0.126, 0.061, 0.138, 0.125, 0.131, 0.125, 0.156, -0.635, 0.140, -0.085, -0.232, 0.112, 0.134, 0.141, 0.134, 0.134, 0.145, -0.623, 0.085, -0.074, -0.139, 0.062, 0.134, 0.135, 0.137, 0.137, 0.113, -0.475, 0.054, -0.095, -0.185, 0.045, 0.133, 0.134, 0.142, 0.135, 0.128, -0.521, 0.066, -0.122, -0.142, 0.064, 0.128, 0.132, 0.136, 0.133, 0.101, -0.482, 0.087, -0.177, -0.214, 0.108, 0.143, 0.145, 0.143, 0.147, 0.102, -0.509, 0.033, -0.076, -0.132, 0.068, 0.122, 0.130, 0.128, 0.134, 0.085, -0.648, 0.154, -0.031, -0.134, 0.044, 0.137, 0.138, 0.122, 0.134, 0.554, -0.681, -0.712, 0.602, 0.036, 0.070, 0.075, 0.056, 0.550